# 1
This record from the OMol25 dataset describes a gas-phase ion, C22H32N3O2 (charge +1). The level of theory is ωB97M-V/def2-TZVPD.

Geometry as XYZ:
```
59
C22H32N3O2, DFT ωB97M-V/def2-TZVPD
C -3.29871 -3.05487 -1.85487
C -3.94561 -2.24205 -2.97037
C -3.09510 -1.05477 -3.42314
C -2.90318 -0.02433 -2.31018
N -2.20380 1.15702 -2.78334
C -0.92789 1.40733 -2.51844
O -0.24068 0.65098 -1.82562
C -0.39193 2.71845 -3.11032
N 0.89519 3.17383 -2.66431
C 2.09562 2.77069 -3.33825
C 2.71448 1.47064 -2.76292
N 2.24362 1.28440 -1.37739
C 2.99124 0.22763 -0.65241
C 2.27553 -0.15706 0.61402
C 2.76579 0.25603 1.86667
C 2.10865 -0.08314 3.01639
C 0.92317 -0.84675 2.97771
C 0.23605 -1.20931 4.15227
C -0.91397 -1.96147 4.08362
O -1.65199 -2.36940 5.13626
C -1.22729 -2.03629 6.43883
C -1.40934 -2.36972 2.81872
C -0.75960 -2.03136 1.67323
C 0.42506 -1.26127 1.71399
C 1.12389 -0.90460 0.54959
C 2.21868 2.57151 -0.66429
C 1.08861 3.43775 -1.25192
H -3.88134 -3.95200 -1.66433
H -2.29236 -3.35756 -2.13631
H -3.24954 -2.48592 -0.92969
H -4.10886 -2.89029 -3.83274
H -4.92144 -1.88185 -2.63937
H -3.58359 -0.57231 -4.27326
H -2.11738 -1.41123 -3.75441
H -2.30446 -0.44251 -1.50027
H -3.87382 0.28633 -1.91616
H -2.71404 1.77500 -3.39693
H -1.12515 3.50313 -2.88675
H -0.35546 2.60890 -4.19778
H 2.81529 3.58949 -3.23568
H 1.89460 2.64449 -4.40179
H 2.40935 0.59776 -3.34311
H 3.80486 1.53463 -2.77449
H 1.20846 0.97485 -1.46840
H 3.99830 0.59492 -0.43770
H 3.06568 -0.63602 -1.31750
H 3.67900 0.83205 1.91529
H 2.49607 0.23000 3.97420
H 0.64122 -0.88490 5.09772
H -0.23955 -2.45396 6.65469
H -1.20746 -0.95244 6.58717
H -1.96081 -2.47894 7.10975
H -2.31149 -2.96039 2.80630
H -1.13682 -2.35523 0.71435
H 0.73717 -1.23267 -0.40418
H 3.19113 3.05671 -0.77707
H 2.03911 2.38531 0.39540
H 1.34219 4.49588 -1.10776
H 0.15583 3.24171 -0.72051
```

Results
E_tot (eV): -31893.8023
Gap between HOMO and LUMO (eV): 8.44
Structure (SMILES): CCCCNC(=O)CN1CC[NH+](Cc2ccc3cc(OC)ccc3c2)CC1
LUMO level (eV): -2.011
ΔE to the lowest compared entry with this formula, charge and spin (eV): 0.0000
Net charge: +1


# 2
This record from the OMol25 dataset describes C10H16O2 in the gas phase in a non-equilibrium geometry. The level of theory is ωB97M-V/def2-TZVPD.

Geometry as XYZ:
```
28
C10H16O2, DFT ωB97M-V/def2-TZVPD
C -3.68645 1.41701 1.33459
C -2.70317 0.67567 0.42440
O -2.63258 0.96113 -0.96331
C -1.57349 1.53363 -0.23424
C -1.57224 3.05841 0.02767
C -0.19041 1.02134 -0.54179
C 0.15918 -0.29500 -0.57701
C 1.56888 -0.64878 -0.88955
O 2.44800 -0.40732 0.17834
C 2.50666 -1.73226 -0.27025
C 1.84096 -2.77118 0.65926
C 3.79629 -2.15366 -0.94766
H -4.27898 2.18235 0.74968
H -4.42147 0.70408 1.70344
H -3.16685 1.89618 2.16473
H -2.52242 -0.36421 0.73474
H -2.40146 3.53610 -0.47672
H -0.65277 3.53578 -0.41022
H -1.59036 3.25446 1.09749
H 0.56831 1.77243 -0.73562
H -0.62648 -1.05603 -0.56051
H 1.79615 -0.27084 -1.88306
H 1.14629 -3.36744 0.09469
H 1.22958 -2.26837 1.42352
H 2.56382 -3.42609 1.16878
H 4.49932 -1.31649 -1.02147
H 3.60484 -2.57447 -1.94955
H 4.29082 -2.89642 -0.30038
```

Results
E_tot (eV): -14721.1264
Gap between HOMO and LUMO (eV): 9.90
Structure (SMILES): C[C@H]1O[C@]1(C)/C=C/[C@H]1OC1(C)C
LUMO level (eV): 0.913
ΔE to the lowest compared entry with this formula, charge and spin (eV): 3.3495
Net charge: 0


# 3
This record from the OMol25 dataset describes a molecular structure, C18H33PReS4SbTe in a non-equilibrium geometry. The level of theory is ωB97M-V/def2-TZVPD.

Geometry as XYZ:
```
59
C18H33PReS4SbTe, DFT ωB97M-V/def2-TZVPD
Re -1.65429 0.09658 -1.74029
S -5.77318 2.05566 -2.22205
Sb -4.40011 1.95577 -0.53055
S -1.91661 2.35279 -1.80191
S -3.38141 -0.76135 -1.09317
S -3.93056 2.16915 1.58776
Te -2.19108 1.41312 -3.98684
C -2.82919 -2.23862 1.98853
C -2.16859 -1.39616 3.07315
C -1.18052 -0.38994 2.47402
C -0.15316 -1.06151 1.51429
C -0.37187 -2.57632 1.40902
C -1.80858 -3.01877 1.13191
P 0.12547 -0.11548 -0.03990
C 1.15768 -1.22288 -1.10728
C 0.15912 -2.03091 -1.97869
C 0.69579 -2.30492 -3.37163
C 0.95845 -0.99113 -4.12772
C 1.37823 0.12618 -3.16812
C 2.14587 -0.44458 -1.98742
C 1.06173 1.39953 0.38220
C 0.19232 2.54009 0.98378
C 0.98573 3.36187 2.00728
C 2.39449 3.62243 1.47698
C 3.19392 2.30802 1.34556
C 2.27476 1.08304 1.27001
H -3.40307 -1.55239 1.35925
H -3.56073 -2.91711 2.42411
H -1.67273 -2.03741 3.80548
H -2.93451 -0.84527 3.62080
H -0.65070 0.12063 3.28000
H -1.77004 0.36668 1.95696
H 0.84468 -0.95049 1.94774
H -0.08491 -2.97205 2.38570
H 0.32701 -3.03848 0.70691
H -1.87488 -4.08406 1.35534
H -2.04265 -2.92912 0.06658
H 1.70456 -1.92443 -0.47575
H -0.89373 -1.57129 -2.17334
H -0.17405 -2.93189 -1.46261
H 0.02407 -2.95868 -3.92478
H 1.62909 -2.85937 -3.23938
H 0.06905 -0.68908 -4.68486
H 1.74276 -1.15317 -4.86719
H 0.46995 0.64361 -2.76120
H 1.91082 0.92246 -3.68609
H 2.67080 0.31725 -1.41706
H 2.91404 -1.13117 -2.34814
H 1.44143 1.73834 -0.58835
H -0.71956 2.16238 1.44076
H -0.11006 3.20511 0.17280
H 1.03508 2.83888 2.96638
H 0.46049 4.29851 2.19522
H 2.92087 4.31925 2.12679
H 2.31631 4.11664 0.50370
H 3.86136 2.17894 2.19832
H 3.83243 2.34533 0.46034
H 1.92254 0.82327 2.27093
H 2.82983 0.21651 0.89569
```

Results
E_tot (eV): -87776.5027
Gap between HOMO and LUMO (eV): 5.58
LUMO level (eV): -8.967
ΔE to the lowest compared entry with this formula, charge and spin (eV): 1.0405
Net charge: +2


# 4
This record from the OMol25 dataset describes 5 unconnected molecules or ions with the total composition C18H43Cl2N4O5S4 in a non-equilibrium geometry. The level of theory is ωB97M-V/def2-TZVPD.

Geometry as XYZ:
```
76
C18H43Cl2N4O5S4, DFT ωB97M-V/def2-TZVPD
C 1.16313 -5.24755 -0.69327
C 2.08835 -4.04336 -0.72152
Cl 1.86380 -3.04176 0.71686
C 1.90401 -3.19391 -1.99544
N 1.01485 -2.03077 -1.72619
C -0.13045 -2.19928 -2.50441
N -1.22304 -2.69442 -2.00078
C -2.41657 -2.94738 -2.78285
C -3.54559 -1.94378 -2.51869
O -4.47389 -1.81345 -3.23177
Cl -3.35045 -0.93833 -1.06494
N 0.09672 -1.78474 -3.77646
C 1.34077 -0.93342 -3.74670
C 1.42095 -0.69300 -2.22998
C 2.59129 0.01625 -1.57407
C 3.94078 -0.71089 -1.52871
N 4.95279 0.05298 -0.78824
H 0.11424 -4.94891 -0.73745
H 1.40251 -5.94750 -1.49479
H 1.30228 -5.78521 0.24394
H 3.11109 -4.41625 -0.68661
H 2.87955 -2.89029 -2.36764
H 1.49508 -3.86259 -2.75702
H -1.20023 -2.87456 -0.99355
H -2.21523 -2.86497 -3.84804
H -2.79082 -3.95459 -2.60585
H -0.68302 -1.35700 -4.26169
H 2.16696 -1.46018 -4.21973
H 1.14475 -0.04687 -4.34818
H 0.53649 -0.06325 -2.06654
H 2.72912 0.95509 -2.12082
H 2.26164 0.30531 -0.57363
H 3.83354 -1.67768 -1.04107
H 4.28565 -0.87585 -2.55330
H 4.55809 0.27775 0.12462
H 5.02886 0.96248 -1.23925
C -1.36946 4.22161 -1.03958
S -0.23403 2.85492 -1.28654
O 1.14349 3.36458 -1.06650
C -0.47171 2.73493 -3.06779
H -1.34118 4.48890 0.01479
H -1.05444 5.07151 -1.64466
H -2.37821 3.90922 -1.30964
H -0.23000 3.68854 -3.53657
H -1.50590 2.45863 -3.27761
H 0.20073 1.96418 -3.44173
C -2.52246 -0.28006 1.46455
S -1.05511 -1.30583 1.48959
O -1.43063 -2.61996 0.87059
C -1.01972 -1.52216 3.26740
H -2.76026 -0.04959 0.42742
H -3.35284 -0.81828 1.92057
H -2.33077 0.64297 2.01097
H -1.95605 -1.97241 3.59709
H -0.87279 -0.55001 3.73750
H -0.18655 -2.17942 3.50885
C -5.96804 2.12333 4.07720
S -4.37169 1.95065 4.88075
O -3.35960 1.77921 3.80061
C -4.67785 0.32167 5.57277
H -5.96936 3.07054 3.54214
H -6.11627 1.30227 3.37554
H -6.75431 2.12975 4.83164
H -4.91381 -0.37841 4.77087
H -5.50170 0.38020 6.28353
H -3.77354 0.00454 6.08803
C 5.08839 3.84159 2.62924
S 3.38825 3.27146 2.72850
O 3.39405 1.82459 2.36412
C 2.79248 4.15006 1.28409
H 5.64922 3.36047 3.42773
H 5.51081 3.56401 1.66337
H 5.11585 4.92275 2.76373
H 3.36281 3.83724 0.41087
H 2.88371 5.22631 1.43547
H 1.75051 3.88742 1.14490
```

Results
E_tot (eV): -103938.0212
Gap between HOMO and LUMO (eV): 8.11
LUMO level (eV): -2.361
Net charge: +1